# 1
A 3-piece molecular cluster, C3H8O2S overall in a non-equilibrium geometry. Source: OMol25; level of theory: ωB97M-V/def2-TZVPD.

Last column: natural (NBO) charge in e.
Atoms and positions in Å:
H: 0.037 0.437 -0.725  0.241
H: 0.476 -1.253 -0.485  0.248
C: 0.275 -0.310 0.033  -0.541
O: -1.955 0.167 0.992  -0.536
H: -2.142 0.094 -0.912  0.484
C: -0.895 -0.410 1.034  0.460
C: 1.575 0.141 0.724  -0.518
H: -2.902 -0.267 -2.242  0.472
H: -0.648 -0.893 1.999  0.107
H: 2.095 1.724 -0.762  0.150
H: 1.806 -0.537 1.569  0.209
O: -2.057 0.004 -1.877  -0.974
S: 2.912 0.000 -0.562  -0.016
H: 1.422 1.102 1.214  0.214

Forces on atoms 1 to 6 (eV/Å):
H -0.19 -0.19 -0.10
H -0.32 0.02 0.19
C -0.59 0.35 0.33
O 0.04 -0.23 -0.79
H -0.46 0.07 -0.37
C 1.11 0.64 0.70

Properties
Molecular weight ... 108.16 g/mol
Total energy ... -667.659513 Eh
Gap between HOMO and LUMO ... 8.3 eV

=====

# 2
A 2-piece molecular cluster, C3H8O2S overall in a non-equilibrium geometry. Source: OMol25; level of theory: ωB97M-V/def2-TZVPD.

Last column: natural (NBO) charge in e.
Atoms and positions in Å:
H: 0.010 1.865 0.388  0.223
H: -1.179 1.118 -0.811  0.240
H: 0.367 1.776 -1.472  0.227
H: -2.641 -0.148 1.312  0.484
H: 2.140 -0.208 -1.653  0.220
H: 2.431 -1.044 -0.088  0.225
O: -1.771 -0.690 1.076  -0.968
H: -0.254 0.135 1.642  0.497
C: 1.649 -0.648 -0.845  -0.542
C: -0.118 1.251 -0.516  -0.672
O: 0.611 -0.189 1.326  -0.696
H: -2.025 -1.570 0.807  0.499
C: 0.576 -0.004 -0.077  0.296
S: 0.205 -1.646 -1.089  -0.034

Forces on atoms 1 to 6 (eV/Å):
H -0.41 0.53 -0.69
H 0.64 -0.01 0.62
H -0.69 -1.20 2.23
H 2.59 -2.18 -0.88
H 0.28 0.91 -1.36
H -1.21 0.23 -1.42

Properties
SMILES string ... C[C@]1(O)CS1.O
Molecular weight ... 108.16 g/mol
Total energy ... -667.709366 Eh
Gap between HOMO and LUMO ... 8.8 eV

=====

# 3
A 2-piece molecular cluster, C3H8O2S overall. Source: OMol25; level of theory: ωB97M-V/def2-TZVPD.

Last column: natural (NBO) charge in e.
Atoms and positions in Å:
H: -3.794 -0.469 0.020  0.212
H: 3.924 0.345 1.425  0.096
H: -0.687 -0.624 0.667  0.213
S: -1.842 0.424 -1.118  0.171
O: 2.221 0.745 0.314  -0.680
H: -3.675 1.294 0.146  0.225
H: 2.699 1.535 0.037  0.492
H: 0.345 -0.583 -0.769  0.240
H: -0.908 -1.778 -0.620  0.208
O: 2.709 -1.227 1.220  -0.545
C: -0.669 -0.743 -0.415  -0.745
C: -3.117 0.366 0.166  -0.738
H: -2.619 0.346 1.132  0.213
C: 3.000 -0.088 1.019  0.639

Forces on atoms 1 to 6 (eV/Å):
H -0.01 -0.13 0.18
H 0.08 0.28 -0.13
H 0.24 0.08 0.03
S 0.03 0.18 -0.12
O -0.10 0.00 -0.30
H -0.17 0.15 -0.24

Properties
SMILES string ... O=CO.CSC
Molecular weight ... 108.16 g/mol
Total energy ... -667.757016 Eh
Gap between HOMO and LUMO ... 8.7 eV

=====

# 4
A 2-piece molecular cluster, C3H8O2S2 overall in a non-equilibrium geometry. Source: OMol25; level of theory: ωB97M-V/def2-TZVPD.

Last column: natural (NBO) charge in e.
Atoms and positions in Å:
H: -0.414 -1.788 1.542  0.228
H: -3.383 1.939 0.604  0.121
H: 1.977 -0.930 2.162  0.121
S: -2.470 -0.421 -0.151  0.096
C: 1.380 -0.503 1.334  0.455
H: -0.584 -0.150 2.052  0.242
C: -0.099 -0.774 1.294  -0.532
H: -0.256 0.611 -0.267  0.257
S: -2.938 1.534 -0.595  -0.123
O: 1.892 0.263 0.561  -0.545
H: 2.268 0.713 -3.254  0.467
O: 1.580 0.450 -2.635  -0.950
H: -0.290 -1.079 -0.808  0.226
H: 2.001 0.506 -1.760  0.484
C: -0.664 -0.372 -0.078  -0.547

Forces on atoms 1 to 6 (eV/Å):
H 0.48 -0.18 0.14
H 0.11 -0.05 0.09
H -0.07 -0.15 -0.08
S -0.05 0.35 -0.09
C -0.34 0.15 0.51
H 0.23 0.08 0.16

Properties
SMILES string ... O=CCCSS.O
Molecular weight ... 140.23 g/mol
Total energy ... -1065.943235 Eh
Gap between HOMO and LUMO ... 9.5 eV

=====

Number 2 is which compound?
C3H8O2S